Record 1
DFT (ωB97M-V/def2-TZVPD) results for C25H47EuN4O6 as an isolated structure.

Each line ends with the Mulliken charge.
Positions of all 83 atoms, in Å:
Eu -0.6049 -0.0024 0.6200  0.6928
C 2.7462 -0.5904 1.2679  -0.7177
C 2.7857 0.8991 1.5048  -0.9278
O 1.6793 1.4782 0.8021  0.4504
C 1.3324 2.7893 1.2744  -0.7774
C 0.7837 2.7434 2.6930  -1.3649
O 0.1856 1.4601 2.8607  0.3566
C -0.8919 1.4724 3.8003  -0.9379
C -1.1407 0.0281 4.1800  -0.7812
O -0.9072 -0.8446 3.0534  0.0740
C 0.0283 -1.8888 3.3595  0.2199
C 1.4341 -1.4354 3.0822  -0.8093
O 1.4922 -1.1329 1.6732  0.2093
H 3.5658 -1.0854 1.7958  0.5297
H 2.8499 -0.8290 0.2077  0.1301
H 3.7258 1.3284 1.1409  0.5277
H 2.7062 1.1236 2.5690  0.5002
H 0.5690 3.1577 0.5891  0.2550
H 2.1981 3.4556 1.2090  0.5394
H 0.0389 3.5346 2.8011  0.5119
H 1.5594 2.8790 3.4525  0.4582
H -1.7538 1.9544 3.3395  0.3430
H -0.6110 2.0275 4.6995  0.6324
H -2.1659 -0.1178 4.5241  0.3641
H -0.4681 -0.2659 4.9861  0.4372
H -0.2136 -2.7175 2.7136  -1.0517
H -0.1082 -2.2270 4.3878  0.5442
H 2.1462 -2.2347 3.3053  0.6918
H 1.6912 -0.5432 3.6589  0.2134
C -1.5790 -1.7223 -0.9674  2.4767
C -0.5559 -2.6767 -0.6128  -0.4167
C -0.8678 -3.2488 0.6010  0.7078
C -2.0996 -2.6529 1.0642  1.5310
C -2.5448 -1.7549 0.0926  0.2161
C -3.8988 -1.1008 0.0755  -1.8221
C -2.8574 -3.0202 2.2962  -2.0223
C -0.1075 -4.3731 1.2372  -1.9209
C 0.6285 -3.0393 -1.4559  -1.9071
C -2.0138 -1.5474 -2.4055  -2.2118
H -3.9785 -0.2069 0.7012  0.2380
H -4.6730 -1.7880 0.4205  0.5125
H -4.1818 -0.8205 -0.9417  0.4074
H -3.3360 -2.1517 2.7501  0.3690
H -2.2325 -3.4907 3.0554  0.3873
H -3.6514 -3.7350 2.0633  0.4531
H 0.9245 -4.1029 1.4844  0.4171
H -0.0460 -5.2301 0.5649  0.4074
H -0.5826 -4.7287 2.1517  0.3632
H 1.1263 -2.1605 -1.8811  0.0821
H 0.3533 -3.6739 -2.3036  0.3463
H 1.3838 -3.5784 -0.8847  0.4627
H -2.3772 -0.5509 -2.6560  0.2678
H -2.8251 -2.2430 -2.6370  0.3394
H -1.2167 -1.7867 -3.1087  0.5429
N -2.4165 1.6041 -1.4594  -0.3178
N -2.1881 2.8700 -0.8430  -0.3380
C -2.0304 2.8119 0.5554  0.2113
O -1.8879 3.8163 1.2126  -0.6425
O -1.9973 1.5813 1.0086  -0.3053
H -2.5206 1.7662 -2.4554  0.3628
H -3.3042 1.2213 -1.1338  0.2537
H -2.8042 3.6250 -1.1227  0.2845
C 1.4258 3.0253 -3.5949  -1.0283
C 0.9837 2.4773 -2.2234  -0.1135
N 1.1304 1.0153 -2.1673  1.2111
C 2.5595 0.6895 -2.2069  -0.5388
C 3.2502 1.3757 -3.4065  -1.0528
N 2.1647 1.9157 -4.2964  0.0397
C 1.2029 0.8134 -4.6457  -1.1194
C 0.4845 0.4173 -3.3409  -0.0534
H 2.1070 3.8710 -3.5214  0.3790
H 0.5942 3.2957 -4.2437  0.3224
H -0.0524 2.7509 -2.0237  -0.0868
H 1.5999 2.9014 -1.4332  0.3609
H 2.6682 -0.3932 -2.2734  0.4939
H 3.0230 1.0323 -1.2852  0.2481
H 3.8491 0.6962 -4.0102  0.3683
H 3.8650 2.2269 -3.1178  0.3261
H 2.5842 2.2776 -5.1515  0.3101
H 1.7975 0.0076 -5.0740  0.3468
H 0.5326 1.2049 -5.4086  0.3658
H 0.4911 -0.6636 -3.2377  -0.0594
H -0.5555 0.7345 -3.3548  0.2314

The HOMO-LUMO gap (spin up / spin down) is 6.02 / 7.47 eV. The calculation puts the HOMO energy (spin up / spin down) at -12.40 / -12.45 eV. The lowest unoccupied orbital energy (spin up / spin down) is -6.38 / -4.97 eV. The total charge is +2. Its spin multiplicity is 7. Its electronic energy is -64248.0496 eV. As for the expectation value of S²: 12.1213.

=====

Record 2
DFT (ωB97M-V/def2-TZVPD) results for a 3-piece molecular cluster, C25H47F9NO11P2S overall.

Each line ends with the Mulliken charge.
Positions of all 96 atoms, in Å:
C -2.0306 -1.1132 -0.0997  -1.0413
C -2.2137 -2.7671 -0.2690  0.8977
C -3.7153 -3.0862 0.3940  -1.2865
C -0.9996 -3.4586 0.5877  -0.8577
C 0.3146 -3.6816 -0.4097  -0.0935
S 1.8046 -4.4218 0.4463  1.2049
O 2.2799 -5.7321 -0.2439  -0.6524
O 1.3129 -4.8482 1.8847  -0.6491
C 3.2417 -3.2420 0.7065  0.5840
F 4.3864 -3.8030 -0.1050  -0.2565
F 3.6232 -3.3350 2.1343  -0.2305
C 2.9996 -1.7214 0.1447  0.4123
F 2.8871 -1.8544 -1.3564  -0.2565
F 1.7848 -1.1308 0.7666  -0.1972
C 4.2311 -0.6731 0.4082  0.5841
F 5.3840 -1.0538 -0.4901  -0.2745
F 4.7536 -0.6468 1.7937  -0.2450
C 3.8812 0.8996 0.0166  0.5557
F 3.5760 1.5751 1.3329  -0.2403
F 5.0970 1.5452 -0.5314  -0.2415
F 2.7655 1.0511 -0.9442  -0.1864
C -0.2053 -4.7961 -1.5434  -1.1902
C -1.6964 -4.4161 -2.1081  1.1623
C -1.5783 -4.4448 -3.7763  -1.2944
C -2.8508 -5.5735 -1.7570  -1.3308
N -2.1859 -3.0302 -1.7570  0.4935
O -1.5699 -2.0598 -2.4536  -0.5042
H -2.8260 -0.5134 -0.7372  0.3877
H -2.2831 -0.8655 1.0357  0.3315
H -0.9262 -0.7694 -0.2777  0.0017
H -4.2702 -2.0498 0.5567  0.3768
H -4.3931 -3.7230 -0.3250  0.2924
H -3.6497 -3.6720 1.4061  0.2840
H -0.6655 -2.7744 1.4836  0.2456
H -1.3042 -4.5022 1.0536  0.3510
H 0.4925 -2.6515 -0.9347  0.2318
H 0.5977 -5.0216 -2.3640  0.3442
H -0.3355 -5.8062 -0.9202  0.3312
H -1.4445 -5.5911 -4.0682  0.3648
H -0.6153 -3.8726 -4.1538  0.2913
H -2.5749 -4.0685 -4.2634  0.3388
H -3.0669 -5.6652 -0.6083  0.2442
H -3.8518 -5.1497 -2.2503  0.3288
H -2.6443 -6.5973 -2.2969  0.3515
O -2.2334 2.6201 6.6922  -0.6900
P -2.4395 1.1474 6.2609  1.0112
O -2.4430 1.4786 4.6384  -0.3471
C -1.1972 1.6956 4.0054  -0.4836
C -0.4707 0.3858 3.7733  -0.7389
O -4.0936 1.1645 6.4652  -0.3464
C -4.6741 1.9550 7.4920  -0.3592
C -5.2083 3.2525 6.9150  -1.2095
O -2.6697 -0.4981 5.7789  -0.1653
C -2.3690 -1.4587 6.7800  -0.3752
C -3.3937 -1.4521 7.8986  -0.9734
H -0.5847 2.3831 4.5959  0.3042
H -1.4003 2.1746 3.0422  0.3410
H -0.1727 -0.0681 4.7239  0.2506
H 0.4293 0.5449 3.1732  0.3232
H -1.1178 -0.3345 3.2613  0.1663
H -3.9604 2.1354 8.3025  0.3915
H -5.5009 1.3813 7.9222  0.3815
H -4.4404 3.7947 6.3539  0.2937
H -5.5856 3.9041 7.7095  0.3690
H -6.0232 3.0491 6.2124  0.2888
H -1.3644 -1.2720 7.1722  0.3134
H -2.3640 -2.4402 6.2965  0.3476
H -3.3235 -0.5331 8.4847  0.2359
H -3.2327 -2.2953 8.5770  0.4203
H -4.4118 -1.5061 7.4998  0.2377
O 4.0922 3.1957 -6.3569  -0.6886
P 3.1810 3.7694 -5.2441  1.0297
O 1.9356 2.7161 -5.5297  -0.3383
C 2.0546 1.3999 -5.0264  -0.5252
C 1.7913 1.3634 -3.5342  -0.5744
O 2.5899 5.0231 -6.1699  -0.3555
C 3.4191 5.6381 -7.1448  -0.3574
C 3.0960 5.0956 -8.5243  -1.2031
O 2.1630 4.4103 -4.0008  -0.2183
C 2.8346 5.1978 -3.0291  -0.2947
C 3.2906 6.5295 -3.5948  -1.0305
H 3.0420 0.9909 -5.2592  0.2994
H 1.3099 0.7853 -5.5423  0.3235
H 2.5773 1.8936 -2.9868  0.1203
H 1.7594 0.3319 -3.1731  0.3231
H 0.8428 1.8551 -3.2926  0.2606
H 4.4784 5.5128 -6.8979  0.3890
H 3.2149 6.7131 -7.1204  0.3814
H 3.1543 4.0028 -8.5555  0.2932
H 3.7833 5.5034 -9.2724  0.3691
H 2.0722 5.3618 -8.8074  0.2896
H 3.6834 4.6344 -2.6290  0.2814
H 2.1306 5.3720 -2.2100  0.3599
H 4.0953 6.3887 -4.3200  0.2452
H 3.6662 7.1804 -2.7996  0.4225
H 2.4714 7.0379 -4.1132  0.2476

The HOMO-LUMO gap (spin up / spin down) is 7.44 / 7.87 eV. The calculation puts the HOMO energy (spin up / spin down) at -9.54 / -9.96 eV. For the energy above the lowest of the compared OMol25 structures with the same formula, charge and spin, the calculation gives 386.7 kcal per mole. The lowest unoccupied orbital energy (spin up / spin down) is -2.10 / -2.10 eV. Its spin multiplicity is 2. Its electronic energy is -104554.4978 eV. As for the expectation value of S²: 0.7546.

=====

Which of these has the lowest electronic energy? C25H47F9NO11P2S

=====

Look up the spin multiplicity of the first one. 7